## P
DFT (ωB97M-V/def2-TZVPD) results for a cluster of 2 separate species, C2H5F2N in total.

Geometry as XYZ:
```
10
Properties=species:S:1:pos:R:3:nbo_charge:R:1
C 0.0706 0.0334 1.1191 -0.70
C -0.7151 0.7009 0.0782 -0.20
N 0.4129 -0.3185 -1.8602 0.34
F 1.6496 -0.4919 -1.3063 -0.25
F -0.1430 -1.5634 -1.7926 -0.25
H 1.1409 0.1306 0.9169 0.23
H -0.0953 0.5184 2.0875 0.23
H -0.1903 -1.0185 1.2101 0.22
H -1.6608 0.3030 -0.2379 0.19
H -0.4696 1.7060 -0.2149 0.18
```

The value obtained for the HOMO energy (spin up / spin down) is -0.3713 / -0.3079 Ha. The multiplicity is 1.


## Q
DFT (ωB97M-V/def2-TZVPD) results for a structure of composition C2H5F2N.

Geometry as XYZ:
```
10
Properties=species:S:1:pos:R:3:nbo_charge:R:1
C 0.0728 1.0251 0.2319 -0.31
C -0.3501 -0.4062 0.4759 0.53
H 2.2406 1.9307 0.4925 0.37
H 1.3808 0.8347 -1.7208 0.41
H -0.9153 1.4931 -0.3543 0.23
H 0.1760 1.4341 1.3656 0.20
H -0.2414 -0.7653 1.5435 0.14
N 1.5654 0.9033 -0.3789 -0.87
F -1.6270 -0.4369 0.1170 -0.34
F 0.3009 -1.2258 -0.4415 -0.35
```

The value obtained for the HOMO energy is -0.3517 Ha. The multiplicity is 1.


Quick one: least stable of them? P


## P
DFT (ωB97M-V/def2-TZVPD) results for the ion C3H2IN2 with charge +1.

Geometry as XYZ:
```
8
Properties=species:S:1:pos:R:3:nbo_charge:R:1
N 0.1994 -2.8392 -0.0457 -0.11
C -0.0311 -1.7276 0.0176 0.35
N -0.1044 -0.4274 0.0500 -0.34
C 0.6661 0.5920 0.0109 0.21
I 2.5969 1.1446 -0.0100 0.57
C -0.7795 0.8873 -0.0004 -0.18
H -1.2750 1.2138 0.9091 0.25
H -1.2724 1.1566 -0.9314 0.25
```

The total charge is +1. The structure (SMILES) is N#C[N+]1=C(I)C1. The value obtained for the HOMO energy is -0.5782 Ha. The multiplicity is 1.


## Q
DFT (ωB97M-V/def2-TZVPD) results for a structure of composition C3H2IN2.

Geometry as XYZ:
```
8
Properties=species:S:1:pos:R:3:nbo_charge:R:1
C -0.3067 1.1683 -1.9319 0.79
C 0.0018 0.2034 -0.3163 -0.30
C 0.3981 1.6412 -0.2266 0.16
N -0.5222 -0.0161 -1.7141 -0.30
N 0.2554 2.2251 -1.4288 -0.44
I 0.9989 2.8546 1.3662 0.47
H 1.0883 -0.2890 -0.3530 0.33
H -0.5841 -0.1808 0.4323 0.29
```

The total charge is +1. The value obtained for the HOMO energy is -0.5550 Ha. The multiplicity is 1.


Quick one: least stable of them? Q


## P
DFT (ωB97M-V/def2-TZVPD) results for the ion C6H9N2 with charge +1.

Geometry as XYZ:
```
17
Properties=species:S:1:pos:R:3:nbo_charge:R:1
N -0.2540 1.4822 1.2457 -0.84
C -0.1327 0.6873 0.0462 -0.03
C 1.1899 0.9572 -0.5715 -0.17
C 2.2065 0.1252 -0.5167 -0.26
C 1.8236 -1.1421 0.1122 0.08
C 0.6997 -1.5073 0.4651 -0.07
C -0.5952 -0.9157 0.4666 -0.10
N -1.4929 -1.5253 -0.6094 -0.68
H -0.9154 2.2353 1.2538 0.39
H 0.4867 1.9082 1.7636 0.40
H -0.9212 0.9278 -0.5752 0.19
H 1.0470 1.9224 -1.0764 0.25
H 3.1338 0.6535 -0.7751 0.27
H -1.1914 -1.0110 1.2944 0.24
H -2.4189 -1.2039 -0.4083 0.43
H -1.4697 -2.5513 -0.6546 0.46
H -1.1957 -1.0426 -1.4604 0.44
```

The total charge is +1. The structure (SMILES) is N[C@H]1C=CC#C[C@@H]1[NH3+]. The value obtained for the HOMO energy is -0.4777 Ha. The multiplicity is 1.


## Q
DFT (ωB97M-V/def2-TZVPD) results for the ion C6H9N2 with charge +1.

Geometry as XYZ:
```
17
Properties=species:S:1:pos:R:3:nbo_charge:R:1
C 1.3993 -0.2549 1.4285 -0.23
C 0.2832 -1.1719 1.6130 -0.31
C 1.4119 0.7504 0.5468 -0.06
C -0.8403 -1.1341 0.9874 0.54
C 0.1355 1.1628 -0.2784 -0.59
C -0.0186 0.2194 -1.3108 0.09
N 0.2000 0.4441 -2.6056 -0.70
N -2.0053 -1.3099 0.4484 -0.71
H 2.2413 -0.3337 2.2227 0.26
H 0.3371 -1.7298 2.5767 0.32
H 2.2523 1.4137 0.5601 0.24
H -0.8345 1.1337 0.3526 0.25
H 0.3074 2.2294 -0.5648 0.21
H -0.0482 -0.2753 -3.2389 0.40
H 0.2924 1.3703 -3.0361 0.38
H -2.1796 -1.5771 -0.5963 0.47
H -2.9338 -0.9373 0.8948 0.45
```

The total charge is +1. The value obtained for the HOMO energy is -0.4375 Ha. The multiplicity is 1.


Quick one: least stable of them? P


## P
DFT (ωB97M-V/def2-TZVPD) results for a structure of composition C49H40As2F15GeN2ORuS6Si.

Geometry as XYZ:
```
118
Properties=species:S:1:pos:R:3:mulliken_spin:R:1
Ru -0.7208 0.2126 0.9669 3.31
S -4.0043 -3.1920 1.5910 0.05
As -2.4652 -1.9972 2.4350 0.02
S -0.6427 -2.1715 1.1981 0.42
S -2.7568 0.2112 2.2208 0.39
S -2.1779 -2.5653 4.4460 0.04
O 1.5861 0.4169 -0.6816 0.06
H 1.6498 -0.5494 -0.8513 -0.02
H 1.3759 0.7835 -1.5483 0.00
C 2.2149 -3.0241 2.4508 0.00
C 2.7066 -1.5869 2.3022 0.05
As 1.4306 -0.0570 2.3663 0.13
C 0.5811 -0.3103 4.1316 0.03
C 1.3933 -0.1295 5.4100 0.01
C 2.8549 1.3190 2.5591 0.04
C 3.8435 1.2548 3.7231 0.00
H 3.0640 -3.6751 2.6866 0.00
H 1.7634 -3.3884 1.5314 0.00
H 1.4810 -3.1288 3.2514 0.00
H 3.2306 -1.4726 1.3492 0.01
H 3.4244 -1.3852 3.1001 0.00
H 0.2010 -1.3322 4.0960 0.00
H -0.2972 0.3356 4.1469 -0.01
H 2.3491 -0.6545 5.3459 0.00
H 0.8332 -0.5407 6.2528 0.00
H 1.5835 0.9261 5.6128 0.00
H 2.3731 2.2927 2.5469 0.00
H 3.3887 1.2382 1.6081 0.00
H 3.3800 1.5854 4.6509 0.00
H 4.6885 1.9166 3.5157 0.00
H 4.2398 0.2513 3.8803 0.00
F 3.6878 -5.1490 -5.1824 0.00
C 3.9869 -3.8411 -5.2360 0.00
C 3.5014 -2.9999 -4.2450 0.00
C 3.8544 -1.6632 -4.3464 0.00
F 3.4417 -0.8058 -3.4167 0.00
C 4.6377 -1.1812 -5.3767 0.00
F 4.9689 0.1090 -5.4482 0.00
C 5.0951 -2.0506 -6.3531 0.00
F 5.8474 -1.6005 -7.3527 0.00
C 4.7695 -3.3938 -6.2787 0.00
F 5.2170 -4.2332 -7.2206 0.00
Ge 2.3478 -3.7674 -2.8196 0.00
S 1.2304 -2.5175 -1.5188 -0.02
C 1.0470 -4.8303 -3.8978 0.00
C 0.1844 -4.1040 -4.7077 0.00
F 0.3520 -2.7799 -4.7973 0.00
C -0.8285 -4.6867 -5.4411 0.00
F -1.6391 -3.9564 -6.2085 0.00
C -0.9962 -6.0598 -5.3794 0.00
F -1.9712 -6.6466 -6.0692 0.00
C -0.1296 -6.8217 -4.6150 0.00
F -0.2848 -8.1507 -4.5820 0.00
C 0.8786 -6.2045 -3.8995 0.00
F 1.7230 -6.9803 -3.2085 0.00
C 3.5014 -4.9562 -1.7160 0.00
C 2.8842 -5.6981 -0.7136 0.00
F 1.5596 -5.8278 -0.7411 0.00
C 3.5824 -6.2962 0.3138 0.00
F 2.9647 -7.0242 1.2425 0.00
C 4.9570 -6.1360 0.3817 0.00
F 5.6509 -6.7015 1.3636 0.00
C 5.6054 -5.3842 -0.5820 0.00
F 6.9329 -5.2296 -0.5116 0.00
C 4.8739 -4.8050 -1.5990 0.00
F 5.5394 -4.0615 -2.4998 0.00
N -2.3738 -2.3870 -1.4830 0.03
C -2.7446 -1.1263 -1.2641 0.02
S -1.6133 0.1415 -1.4445 0.18
N -4.0340 -0.9109 -0.9501 0.01
C -4.6995 0.3068 -0.6677 -0.03
C -5.7266 0.2704 0.2757 0.02
C -6.3876 1.4316 0.6312 -0.01
C -6.0550 2.6400 0.0344 0.01
C -5.0743 2.6666 -0.9445 0.00
C -4.4045 1.5081 -1.3086 0.02
H -1.3697 -2.5638 -1.5337 -0.01
H -2.9462 -3.1337 -1.1096 0.00
H -4.5059 -1.7221 -0.5507 0.00
H -5.9623 -0.6641 0.7675 0.00
H -7.1526 1.3911 1.3964 0.00
H -6.5547 3.5534 0.3346 0.00
H -4.8170 3.5981 -1.4352 0.00
H -3.6492 1.5414 -2.0752 0.01
C -2.1890 5.6698 -2.2905 0.00
C -1.8015 4.3926 -2.6637 0.00
C -1.3387 3.4968 -1.7071 0.00
C -1.2790 3.8368 -0.3571 -0.01
C -1.6702 5.1314 -0.0037 0.01
C -2.1125 6.0400 -0.9542 0.00
Si -0.4809 2.6759 0.9727 0.11
C -1.3988 3.1632 2.5889 0.07
C -0.7598 3.0951 3.8281 0.02
C -1.4276 3.4024 5.0045 0.00
C -2.7631 3.7776 4.9660 0.01
C -3.4263 3.8147 3.7474 0.00
C -2.7523 3.5066 2.5754 0.01
C 1.1435 3.7288 1.0207 -0.01
C 1.3484 4.7551 1.9459 0.01
C 2.4619 5.5832 1.8833 0.00
C 3.3994 5.4126 0.8754 0.01
C 3.2148 4.4030 -0.0586 0.00
C 2.1020 3.5781 0.0166 0.02
H -2.5350 6.3764 -3.0364 0.00
H -1.8580 4.0876 -3.7026 0.00
H -1.0235 2.5129 -2.0251 0.00
H -1.6239 5.4386 1.0353 0.00
H -2.3920 7.0447 -0.6553 0.00
H 0.2804 2.7818 3.8694 0.01
H -0.9096 3.3392 5.9550 0.00
H -3.2894 4.0196 5.8818 0.00
H -4.4754 4.0860 3.7085 0.00
H -3.2948 3.5015 1.6358 0.00
H 0.6249 4.9092 2.7380 0.00
H 2.5873 6.3754 2.6136 0.00
H 4.2606 6.0681 0.8123 0.00
H 3.9399 4.2524 -0.8505 0.00
H 1.9864 2.7919 -0.7165 0.00
```

The total charge is -2. The value obtained for the HOMO energy (spin up / spin down) is -0.0315 / -0.0985 Ha. The multiplicity is 6.


## Q
DFT (ωB97M-V/def2-TZVPD) results for a structure of composition C49H40As2F15GeN2ORuS6Si.

Geometry as XYZ:
```
118
Properties=species:S:1:pos:R:3:mulliken_spin:R:1
Ru -0.9979 -0.2394 0.1076 3.18
S -6.3919 -3.3571 3.0686 0.27
As -5.1840 -3.0230 1.3553 0.27
S -1.7483 -2.3957 0.8750 0.22
S -3.1817 -2.0009 2.1981 0.19
S -4.6450 -4.8995 0.5338 0.26
O -3.0334 0.9401 0.9383 0.04
H -2.6032 1.5958 1.5045 -0.01
H -3.2973 0.2162 1.5358 -0.01
C -4.5663 -5.0027 -3.2373 0.00
C -4.7812 -3.5360 -2.8794 0.00
As -3.0767 -2.7828 -2.1716 -0.04
C -3.7611 -1.0393 -1.5084 -0.06
C -4.7290 -0.2311 -2.3550 0.00
C -2.1418 -2.2277 -3.8549 0.00
C -2.9316 -1.7071 -5.0454 0.00
H -5.4640 -5.4531 -3.6642 0.00
H -4.2996 -5.5507 -2.3325 0.00
H -3.7451 -5.1015 -3.9514 0.00
H -5.5205 -3.4683 -2.0759 0.00
H -5.1567 -2.9742 -3.7374 0.00
H -2.8627 -0.4216 -1.2754 0.08
H -4.2597 -1.2677 -0.5577 0.06
H -4.2263 0.2075 -3.2138 0.00
H -5.1443 0.5831 -1.7590 0.00
H -5.5588 -0.8481 -2.7023 0.00
H -1.5566 -3.1013 -4.1726 0.00
H -1.4141 -1.4719 -3.5373 0.01
H -3.7103 -2.4092 -5.3401 0.00
H -2.2672 -1.5594 -5.8972 0.00
H -3.3889 -0.7481 -4.8196 0.00
F 2.7985 1.1152 6.2970 0.00
C 3.3471 0.3657 5.3184 0.00
C 2.6770 0.2768 4.0980 0.01
C 3.2754 -0.5038 3.1181 0.00
F 2.6695 -0.6253 1.9302 -0.01
C 4.4786 -1.1532 3.3123 0.00
F 5.0333 -1.8896 2.3237 0.00
C 5.1271 -1.0465 4.5472 0.00
F 6.3066 -1.6681 4.7550 0.00
C 4.5441 -0.2767 5.5554 0.00
F 5.1628 -0.1755 6.7489 0.00
Ge 0.9070 1.1615 3.8554 0.07
S -0.4878 0.3019 2.4930 0.10
C 0.0685 0.8863 5.6566 0.03
C 0.1308 -0.3865 6.2141 -0.01
F 0.7384 -1.3566 5.5031 0.00
C -0.3840 -0.6838 7.4623 0.00
F -0.2837 -1.9199 7.9850 0.00
C -1.0066 0.3267 8.1954 0.00
F -1.4937 0.0717 9.4259 0.00
C -1.1037 1.6080 7.6522 0.00
F -1.7142 2.5784 8.3599 0.00
C -0.5637 1.8663 6.4050 0.00
F -0.6468 3.1105 5.9029 0.00
C 1.2677 3.1107 3.6034 0.01
C 0.2480 3.9232 3.0957 0.00
F -0.9838 3.3918 2.9840 0.00
C 0.4451 5.2360 2.7234 0.00
F -0.5689 5.9933 2.2638 0.00
C 1.7199 5.7971 2.8432 0.00
F 1.9441 7.0788 2.4831 0.00
C 2.7635 5.0130 3.3449 0.00
F 3.9938 5.5531 3.4874 0.00
C 2.5253 3.7022 3.6997 0.00
F 3.5608 2.9748 4.1672 0.00
N 0.3195 -3.5072 -1.3195 0.02
C 1.3149 -2.7191 -0.8405 0.02
S 1.1426 -1.0591 -0.5823 0.04
N 2.5692 -3.2093 -0.6291 0.04
C 3.2738 -4.1643 -1.3422 0.00
C 4.5798 -4.4536 -0.9283 0.01
C 5.3424 -5.3685 -1.6200 0.00
C 4.8246 -6.0128 -2.7372 0.01
C 3.5372 -5.7161 -3.1572 -0.01
C 2.7622 -4.8029 -2.4750 0.00
H -0.6111 -3.0938 -1.2540 -0.01
H 0.3530 -4.4865 -1.0756 0.00
H 3.1390 -2.5801 -0.0767 0.01
H 4.9789 -3.9384 -0.0665 0.00
H 6.3507 -5.5810 -1.2951 0.00
H 5.4225 -6.7273 -3.2830 0.00
H 3.1283 -6.1951 -4.0364 0.00
H 1.7777 -4.5511 -2.8362 0.00
C 4.0533 2.8473 -0.6284 0.00
C 3.5158 2.9683 -1.8978 0.00
C 2.2054 2.5975 -2.1364 -0.01
C 1.3937 2.1186 -1.1145 0.01
C 1.9463 2.0202 0.1548 0.08
C 3.2611 2.3686 0.4017 0.00
Si -0.4227 1.5268 -1.4122 0.05
C -1.4136 3.1701 -1.3803 0.04
C -0.7706 4.3855 -1.1876 0.01
C -1.4646 5.5810 -1.2535 -0.01
C -2.8260 5.5806 -1.5090 0.01
C -3.4849 4.3760 -1.6839 0.00
C -2.7831 3.1872 -1.6152 0.05
C -0.3251 1.1005 -3.3050 0.01
C 0.5889 0.1517 -3.7606 0.01
C 0.6679 -0.1893 -5.0987 -0.01
C -0.1564 0.4270 -6.0245 0.01
C -1.0490 1.3951 -5.5967 0.00
C -1.1361 1.7177 -4.2521 0.01
H 5.0827 3.1239 -0.4405 0.00
H 4.1285 3.3438 -2.7072 0.00
H 1.7994 2.6823 -3.1342 0.00
H 1.3276 1.6466 0.9634 -0.09
H 3.6732 2.2540 1.3948 0.00
H 0.2908 4.3912 -0.9890 0.00
H -0.9427 6.5158 -1.1063 0.00
H -3.3724 6.5148 -1.5585 0.00
H -4.5519 4.3682 -1.8757 0.00
H -3.2993 2.2479 -1.7385 0.00
H 1.2493 -0.3243 -3.0517 0.02
H 1.3793 -0.9376 -5.4198 0.00
H -0.0993 0.1570 -7.0713 0.00
H -1.6833 1.8952 -6.3159 0.00
H -1.8381 2.4742 -3.9342 0.00
```

The total charge is -2. The value obtained for the HOMO energy (spin up / spin down) is -0.0374 / -0.0844 Ha. The multiplicity is 6.


Quick one: least stable of them? Q